{
  "formula": "C17H36NO7P2S",
  "method": "wB97M-V/def2-TZVPD",
  "species": ["C", "C", "C", "C", "O", "C", "C", "C", "C", "C", "S", "P", "C", "C", "N", "P", "O", "O", "O", "C", "C", "C", "O", "O", "H", "H", "H", "H", "H", "H", "H", "H", "H", "H", "H", "H", "H", "H", "H", "H", "H", "H", "H", "H", "H", "H", "H", "H", "H", "H", "H", "H", "H", "H", "C", "C", "O", "C", "H", "H", "H", "H", "H", "H"],
  "xyz": [[4.51430, 0.33686, 0.37062], [3.13607, 1.01431, 0.82038], [2.48544, 0.07495, 1.95003], [0.94722, -0.31100, 1.62107], [0.71758, -1.73435, 1.52492], [-0.43252, -2.08464, 0.76682], [-1.80141, -1.37506, 1.20248], [-2.50872, -0.49088, 0.04491], [-3.93567, -0.03513, 0.57740], [-2.48742, -1.15749, -1.42337], [-4.27151, -1.65234, -1.76700], [-2.23141, 0.23413, -2.74896], [-2.86781, 1.89241, -2.16651], [-0.50704, 0.26596, -3.46767], [-1.51281, -2.28573, -1.59360], [-2.11126, -3.92957, -1.32123], [-0.98186, -4.97174, -1.23710], [-3.06182, -4.50858, -2.62030], [-3.00902, -4.17744, 0.07296], [-0.26299, -1.91517, -0.82032], [1.06502, -2.64531, -1.39707], [2.28571, -1.66641, -1.55395], [2.25258, -0.49716, -1.94856], [3.55182, -2.22161, -1.25309], [5.33819, 0.82083, 0.99866], [4.73961, 0.41394, -0.73671], [4.57430, -0.77900, 0.62567], [2.41074, 1.22859, -0.02322], [3.41722, 2.04444, 1.26693], [3.10361, -0.85116, 2.18606], [2.49897, 0.69798, 2.91249], [0.56735, 0.31420, 0.75503], [0.36349, 0.04959, 2.54419], [-0.58815, -3.20896, 0.93999], [-2.50082, -2.18271, 1.61992], [-1.68384, -0.64689, 2.07969], [-1.86891, 0.45941, -0.00688], [-4.58940, -0.89743, 0.95368], [-4.50222, 0.65848, -0.12507], [-3.73621, 0.59825, 1.51421], [-4.33323, -1.70096, -3.14946], [-3.96892, 1.89260, -1.91543], [-2.66277, 2.70069, -2.95113], [-2.31038, 2.25357, -1.22724], [-0.55451, 0.86668, -4.44313], [0.19800, 0.83809, -2.78894], [-0.14034, -0.76561, -3.76101], [-1.21472, -2.25811, -2.59864], [-3.33490, -5.42998, -2.42160], [-3.62646, -3.44828, 0.28559], [-0.00910, -0.80367, -0.96679], [1.37448, -3.42890, -0.62193], [0.78203, -3.17140, -2.35933], [4.20796, -1.78347, -1.84375], [2.05278, 4.94383, 4.25157], [2.19580, 4.40455, 2.85377], [2.76652, 3.35195, 2.63744], [1.60525, 5.21831, 1.73304], [2.52417, 4.25534, 4.95488], [2.54647, 5.91466, 4.32763], [0.99549, 5.03708, 4.50785], [2.07887, 6.20124, 1.69765], [0.52804, 5.32364, 1.87779], [1.78309, 4.70959, 0.78369]],
  "total_charge": 1,
  "homo_lumo_gap_ha": 0.3018,
  "e_lumo_ha": -0.1119
}


{
  "formula": "C17H36OS",
  "method": "wB97M-V/def2-TZVPD",
  "species": ["C", "C", "S", "C", "C", "C", "C", "C", "C", "C", "C", "C", "C", "C", "C", "C", "H", "H", "H", "H", "H", "H", "H", "H", "H", "H", "H", "H", "H", "H", "H", "H", "H", "H", "H", "H", "H", "H", "H", "H", "H", "H", "H", "H", "H", "H", "H", "C", "C", "O", "H", "H", "H", "H", "H"],
  "xyz": [[0.22309, 1.40207, 3.80271], [-0.62604, 2.32522, 3.28996], [-0.98918, 2.10531, 1.60611], [-1.31601, 3.72384, 0.83654], [-0.59464, 3.85575, -0.50377], [-1.27946, 3.07396, -1.63798], [-0.54172, 1.82107, -2.13861], [0.93647, 2.03611, -2.47730], [1.56758, 0.80709, -3.17214], [2.52959, -0.00728, -2.28407], [2.56623, -1.50687, -2.59597], [1.24944, -2.30148, -2.45137], [0.38156, -1.95931, -1.22676], [-1.12107, -1.90699, -1.50925], [-1.87936, -1.54931, -0.21639], [-2.05967, -2.75849, 0.73214], [0.12179, 0.94086, 4.78316], [1.02112, 1.01069, 3.18131], [-1.08964, 3.13476, 3.84293], [-2.22982, 1.58048, 1.66217], [-2.39557, 3.83898, 0.72538], [-0.96022, 4.46419, 1.55627], [0.44929, 3.56581, -0.37358], [-0.59373, 4.92441, -0.73758], [-2.26142, 2.75257, -1.26406], [-1.49249, 3.72277, -2.49053], [-0.61413, 1.02566, -1.38992], [-1.04269, 1.46322, -3.04278], [1.04178, 2.91205, -3.12652], [1.49839, 2.24318, -1.56186], [0.77555, 0.14757, -3.54191], [2.13260, 1.15917, -4.04012], [3.54573, 0.37206, -2.44760], [2.32701, 0.15342, -1.22192], [2.94271, -1.63703, -3.61803], [3.31378, -1.97549, -1.94621], [0.66794, -2.25558, -3.37979], [1.54644, -3.35149, -2.35635], [0.52208, -2.74179, -0.47045], [0.68033, -1.02924, -0.73838], [-1.47068, -2.88254, -1.85950], [-1.34776, -1.15814, -2.27698], [-2.83541, -1.06028, -0.43290], [-1.24696, -0.81928, 0.30710], [-1.31320, -2.74935, 1.53256], [-1.91015, -3.68739, 0.17605], [-3.05829, -2.76260, 1.17503], [0.50280, -2.73108, 4.95798], [0.74881, -2.34829, 3.48010], [-0.04185, -2.98308, 2.63065], [0.70318, -3.79345, 5.10600], [1.15550, -2.16318, 5.63969], [-0.53506, -2.52858, 5.23294], [1.85382, -2.45703, 3.31109], [0.62616, -1.20051, 3.47053]],
  "homo_lumo_gap_ha": 0.1545,
  "e_lumo_ha": -0.0499
}


{
  "formula": "C17H37Cl3GaN2P",
  "method": "wB97M-V/def2-TZVPD",
  "species": ["C", "C", "C", "Ga", "P", "N", "C", "Cl", "C", "C", "C", "Cl", "C", "C", "Cl", "H", "H", "H", "H", "H", "H", "H", "H", "H", "H", "H", "H", "H", "H", "H", "H", "H", "H", "H", "C", "C", "C", "N", "C", "C", "C", "C", "C", "H", "H", "H", "H", "H", "H", "H", "H", "H", "H", "H", "H", "H", "H", "H", "H", "H", "H"],
  "xyz": [[-6.48912, 0.39661, 1.97542], [-5.39328, 0.53584, 2.71165], [-4.19250, 1.29609, 2.27927], [-2.65359, 0.18428, 1.57618], [-1.76443, 1.36199, -0.29910], [-0.85002, 2.60577, 0.19988], [-1.13873, 0.25672, 2.91592], [0.43135, -0.45165, 2.29144], [-1.49563, -0.31090, 4.29293], [-2.04365, 0.75538, 5.25412], [-3.14511, -1.67839, 0.86125], [-4.34095, -2.57617, 1.85939], [-1.90542, -2.52591, 0.65073], [-1.40110, -3.28275, 1.86119], [-2.19439, -3.77229, -0.66349], [-6.54096, 0.86528, 1.00047], [-7.33237, -0.19591, 2.29529], [-5.37608, 0.08604, 3.69868], [-4.49883, 2.06480, 1.56918], [-3.78968, 1.83663, 3.13922], [-1.01748, 0.46894, -1.12895], [-2.79128, 1.82209, -1.17207], [0.10038, 2.47647, -0.13227], [-0.90158, 1.31061, 3.03533], [-2.18209, -1.15503, 4.22292], [-0.57850, -0.70937, 4.73225], [-1.59152, 0.63774, 6.23751], [-3.12250, 0.69094, 5.37004], [-1.77753, 1.75717, 4.92140], [-3.57468, -1.53060, -0.12693], [-1.11119, -1.87755, 0.28734], [-1.31903, -2.63123, 2.72526], [-0.40547, -3.66897, 1.64476], [-2.03411, -4.13426, 2.08722], [0.80261, -0.20743, -3.99939], [1.32419, 1.15973, -3.55246], [2.82511, 1.30523, -3.43082], [3.43930, 0.54168, -2.26099], [2.50064, 0.41925, -1.09503], [3.89478, -0.83343, -2.71176], [5.35587, -0.66871, -3.07174], [5.86017, 0.26763, -1.97722], [4.71149, 1.25372, -1.79035], [1.14217, -1.02596, -3.36361], [-0.28508, -0.21395, -3.96717], [1.10540, -0.42621, -5.02537], [0.86199, 1.44075, -2.60562], [0.98251, 1.89822, -4.27963], [3.05994, 2.35440, -3.26508], [3.34246, 0.98404, -4.33543], [1.65183, -0.20024, -1.36525], [2.16857, 1.40931, -0.79350], [3.04442, -0.05068, -0.27977], [3.77338, -1.51160, -1.86902], [3.26646, -1.16028, -3.53351], [5.46462, -0.21132, -4.05720], [5.88068, -1.62092, -3.08751], [6.78265, 0.77506, -2.24951], [6.04706, -0.28218, -1.05428], [4.84843, 2.14376, -2.39593], [4.56942, 1.55170, -0.75625]],
  "homo_lumo_gap_ha": 0.2186,
  "e_lumo_ha": -0.0212
}


Across the entries above, highest occupied orbital energy takes the values -11.3 -5.6 -6.5 eV, respectively.
Across the entries above, energy takes the values -2331.35312 -1142.50452 -4426.02517 hartree, respectively.